(1)
C4H5Cl3O | ωB97M-V/def2-TZVPD

Geometry as ORCA input:
```
! RIJCOSX wB97M-V def2-TZVPD def2/J DEFGRID3
* xyz 0 1
C -0.46542 -1.48497 0.06220
C -0.55936 -0.06328 0.67345
O -1.80699 0.45370 0.81614
C 0.29138 0.88354 -0.52026
Cl -0.70084 1.77539 -1.56439
C 1.59820 0.98697 -0.31903
Cl 2.48415 2.02454 -1.41055
Cl 2.42357 0.11327 0.80282
H -0.67866 -1.58043 -0.90234
H -1.01472 -2.10795 0.83054
H 0.60700 -1.74095 -0.05127
H 0.01764 0.04478 1.66985
H -2.19594 0.69538 -0.08716
*
```

- Kohn-Sham gap: 9.88 eV
- Strongest force on any atom: 5.9 eV/Å
- E_LUMO: 0.579 eV
- Highest occupied orbital energy: -9.30 eV

Atom charges from the Löwdin analysis, given in e for atoms 1 to 5:
1 C -0.055
2 C -0.434
3 O -0.074
4 C -0.730
5 Cl 0.740

(2)
C4H5ClF2 | ωB97M-V/def2-TZVPD

Geometry as ORCA input:
```
! RIJCOSX wB97M-V def2-TZVPD def2/J DEFGRID3
* xyz 0 1
C -2.05746 0.23887 -0.16972
C -0.55429 0.16170 -0.30018
C 0.55110 -0.27296 0.66569
C 1.84525 -0.34344 0.05042
F 2.73124 -1.24302 0.70349
F 1.99081 -0.76673 -1.19597
Cl 2.67740 1.30863 0.17094
H -2.45980 1.28281 0.00564
H -2.37403 -0.15013 -1.10118
H -2.48866 -0.18102 0.74350
H -0.21056 0.42144 -1.24518
H 0.34901 -0.45616 1.67255
*
```

- Kohn-Sham gap: 9.58 eV
- Strongest force on any atom: 9.2 eV/Å
- E_LUMO: 0.015 eV
- Highest occupied orbital energy: -9.56 eV

Atom charges from the Löwdin analysis, given in e for atoms 1 to 5:
1 C -0.094
2 C -0.035
3 C -0.027
4 C -0.884
5 F -0.025

(3)
C4H5ClN2 | ωB97M-V/def2-TZVPD

Geometry as ORCA input:
```
! RIJCOSX wB97M-V def2-TZVPD def2/J DEFGRID3
* xyz 0 1
C 0.57245 -0.49163 0.27790
C -0.04705 -1.70239 0.07818
C -0.05236 0.65116 -0.30158
C 0.41333 1.93258 0.23218
N -0.94365 0.49014 -1.16083
N -1.22508 -1.67302 -0.60164
Cl -1.92128 -3.04433 -1.36669
H 1.34697 -0.27115 1.14336
H 0.28181 -2.53946 0.64246
H 1.25497 2.36108 -0.36102
H -0.35928 2.68497 0.22148
H 0.67916 1.60205 1.19620
*
```

- Kohn-Sham gap (spin up / spin down): 8.38 / 7.11 eV
- Strongest force on any atom: 2.9 eV/Å
- E_LUMO (spin up / spin down): -0.348 / -1.514 eV
- Highest occupied orbital energy (spin up / spin down): -8.73 / -8.62 eV

Atom charges from the Löwdin analysis, given in e for atoms 1 to 5:
1 C -0.079
2 C -0.241
3 C -0.533
4 C -0.036
5 N 0.268

(4)
C4H5ClN2 | ωB97M-V/def2-TZVPD

Geometry as ORCA input:
```
! RIJCOSX wB97M-V def2-TZVPD def2/J DEFGRID3
* xyz 0 1
Cl 2.44220 -1.13155 1.31827
C 1.00792 -0.50713 0.71848
C -0.25002 -1.01709 0.62092
C -1.19357 -0.11052 -0.07855
N -0.58770 0.47998 -1.23666
N 0.55407 1.33278 -0.87914
C 1.27246 0.79016 -0.00941
H -0.50449 -2.15128 0.82733
H -2.04788 -0.72524 -0.33142
H -1.59607 0.66906 0.60306
H -1.29961 1.11340 -1.68663
H 2.20270 1.25744 0.13375
*
```

- Kohn-Sham gap: 9.40 eV
- Strongest force on any atom: 3.2 eV/Å
- E_LUMO: 0.423 eV
- Highest occupied orbital energy: -8.98 eV

Atom charges from the Löwdin analysis, given in e for atoms 1 to 5:
1 Cl 0.721
2 C -0.713
3 C -0.084
4 C -0.279
5 N -0.062

(5)
C4H5ClN2O | ωB97M-V/def2-TZVPD

Geometry as ORCA input:
```
! RIJCOSX wB97M-V def2-TZVPD def2/J DEFGRID3
* xyz 0 1
Cl 1.68485 -1.30154 -2.17611
C 0.65487 -1.45700 -0.92127
C 0.08161 -0.44691 -0.19966
C 0.22216 0.88598 -0.83999
O -0.83812 1.68820 -0.40075
N -1.11588 1.77194 0.94563
C -0.86672 0.60274 1.55112
N -0.61831 -0.63479 0.99332
H 0.41902 -2.52257 -0.61108
H 1.22138 1.38324 -0.63140
H 0.21199 0.98698 -1.98556
H -0.69024 0.57437 2.68010
H -0.36660 -1.53065 1.59565
*
```

- Kohn-Sham gap: 8.78 eV
- Strongest force on any atom: 5.4 eV/Å
- E_LUMO: 0.478 eV
- Highest occupied orbital energy: -8.30 eV

Atom charges from the Löwdin analysis, given in e for atoms 1 to 5:
1 Cl 0.715
2 C -0.639
3 C -0.343
4 C -0.210
5 O -0.166

(6)
C4H5ClN2O | ωB97M-V/def2-TZVPD

Geometry as ORCA input:
```
! RIJCOSX wB97M-V def2-TZVPD def2/J DEFGRID3
* xyz 0 1
C 3.74031 -0.95200 -0.29921
C 0.95250 -0.93412 0.45843
C -1.15168 -0.08452 -0.28151
C 3.14317 -0.19035 0.70001
N 4.15724 -1.57570 -1.17253
N 0.29135 0.01897 -0.10533
O 0.80050 -2.00861 0.91985
Cl 2.97148 1.51477 0.30112
H -1.65024 0.73789 0.23177
H -1.40672 -0.06496 -1.34149
H -1.47756 -1.03055 0.14920
H 3.36919 -0.36975 1.73862
H 0.78006 0.87618 -0.35220
*
```

- Kohn-Sham gap (spin up / spin down): 8.75 / 8.76 eV
- Strongest force on any atom: 3.6 eV/Å
- E_LUMO (spin up / spin down): 0.102 / 0.103 eV
- Highest occupied orbital energy (spin up / spin down): -8.65 / -8.65 eV

Atom charges from the Löwdin analysis, given in e for atoms 1 to 5:
1 C -0.382
2 C -0.322
3 C -0.030
4 C -0.568
5 N 0.144

(7)
C4H5ClN2O2 | ωB97M-V/def2-TZVPD

Geometry as ORCA input:
```
! RIJCOSX wB97M-V def2-TZVPD def2/J DEFGRID3
* xyz 0 1
N 0.99919 2.30481 -0.88005
C 1.31084 1.27421 -0.47031
C 1.51576 0.01483 0.13400
Cl 2.08132 -0.24690 1.73419
N 1.50601 -1.01863 -0.70127
O 1.35099 -0.97417 -1.90682
O 1.61192 -2.31733 -0.11132
H 1.30636 -3.00231 -0.73304
C -2.43677 0.60756 0.10457
C -1.36042 0.68606 0.88796
H -2.99415 -0.38393 -0.11916
H -2.80936 1.41227 -0.33455
H -1.05730 -0.15851 1.48170
H -1.02439 1.80204 0.91411
*
```

- Kohn-Sham gap (spin up / spin down): 9.06 / 9.06 eV
- Strongest force on any atom: 5.8 eV/Å
- E_LUMO (spin up / spin down): -0.579 / -0.580 eV
- Highest occupied orbital energy (spin up / spin down): -9.64 / -9.64 eV

Atom charges from the Löwdin analysis, given in e for atoms 1 to 5:
1 N 0.200
2 C -0.239
3 C -0.661
4 Cl 0.759
5 N -0.305

(8)
C4H5ClN3 | ωB97M-V/def2-TZVPD

Geometry as ORCA input:
```
! RIJCOSX wB97M-V def2-TZVPD def2/J DEFGRID3
* xyz 1 1
C -2.62816 0.67996 0.24298
N -1.64355 1.09300 -0.37922
C -0.05785 0.27681 -0.10598
C 0.10416 -1.03845 -0.13885
N 1.42792 -1.24148 -0.10770
C 2.03379 -0.04678 -0.09789
Cl 3.70206 0.15730 -0.07868
N 1.14469 0.93071 -0.16934
H -3.55993 1.22066 0.30353
H -2.75506 -0.17944 1.03314
H -0.75724 -1.64027 -0.41612
H 1.75302 -2.12319 0.11302
H 1.23615 1.91118 -0.19890
*
```

- Kohn-Sham gap: 10.22 eV
- Strongest force on any atom: 6.8 eV/Å
- E_LUMO: -3.730 eV
- Highest occupied orbital energy: -13.95 eV

Atom charges from the Löwdin analysis, given in e for atoms 1 to 5:
1 C -0.102
2 N 0.087
3 C -0.108
4 C -0.049
5 N 0.137

(9)
C4H5ClO | ωB97M-V/def2-TZVPD

Geometry as ORCA input:
```
! RIJCOSX wB97M-V def2-TZVPD def2/J DEFGRID3
* xyz 0 1
O 0.39197 2.28908 -0.14494
C 0.27529 1.16077 0.01665
C 1.15070 -0.11957 -0.18089
C -0.11885 -0.91778 -0.16589
C -0.95260 0.24190 0.34644
Cl -2.64197 0.58563 -0.17633
H 1.89845 -0.08076 -1.06196
H 1.75646 -0.36006 0.70043
H -0.06060 -1.79013 0.41644
H -0.55411 -1.26689 -1.11673
H -1.14474 0.25781 1.36680
*
```

- Kohn-Sham gap: 10.45 eV
- Strongest force on any atom: 4.3 eV/Å
- E_LUMO: 0.705 eV
- Highest occupied orbital energy: -9.75 eV

Atom charges from the Löwdin analysis, given in e for atoms 1 to 5:
1 O 0.173
2 C -0.408
3 C -0.085
4 C -0.207
5 C -0.594

(10)
C4H5ClO | ωB97M-V/def2-TZVPD

Geometry as ORCA input:
```
! RIJCOSX wB97M-V def2-TZVPD def2/J DEFGRID3
* xyz 0 1
C 2.05492 -1.03372 -0.06722
C 1.13287 -0.12318 -0.06532
O -0.22537 -0.50292 0.54289
C -0.93327 0.64009 0.21965
C -2.30167 0.55983 -0.17610
Cl -2.84313 -1.07853 0.00159
H 3.15731 -0.61053 -0.47144
H 1.98707 -2.16508 0.11518
H 1.18262 1.06273 -0.55285
H -0.45244 1.65501 0.57667
H -2.75891 1.59629 -0.12306
*
```

- Kohn-Sham gap: 9.67 eV
- Strongest force on any atom: 6.1 eV/Å
- E_LUMO: 0.906 eV
- Highest occupied orbital energy: -8.77 eV

Atom charges from the Löwdin analysis, given in e for atoms 1 to 5:
1 C -0.032
2 C -0.193
3 O -0.163
4 C -0.335
5 C -0.528

(11)
C4H5ClO2 | ωB97M-V/def2-TZVPD

Geometry as ORCA input:
```
! RIJCOSX wB97M-V def2-TZVPD def2/J DEFGRID3
* xyz 0 1
C -1.38212 -0.45098 1.17984
C -0.90306 -0.47230 -0.01028
C -0.42666 -0.49040 -1.17264
O 0.86823 -0.54295 -1.64149
Cl -1.54456 -0.75067 -2.46297
H -1.13908 -1.29620 1.85055
H -2.08165 0.36481 1.51301
H 0.82342 -0.32623 -2.59807
C 1.48426 0.98174 0.82044
O 1.24871 0.38865 1.83065
H 1.98889 1.92869 0.80493
H 1.06361 0.66584 -0.11397
*
```

- Kohn-Sham gap: 9.62 eV
- Strongest force on any atom: 3.7 eV/Å
- E_LUMO: 0.531 eV
- Highest occupied orbital energy: -9.09 eV

Atom charges from the Löwdin analysis, given in e for atoms 1 to 5:
1 C 0.036
2 C -0.198
3 C -0.796
4 O -0.048
5 Cl 0.715

(12)
C4H5ClOS | ωB97M-V/def2-TZVPD

Geometry as ORCA input:
```
! RIJCOSX wB97M-V def2-TZVPD def2/J DEFGRID3
* xyz 0 1
C 1.08441 -2.33982 0.05889
C 2.26087 -1.81091 0.00097
C 0.59875 1.98141 0.01824
C -2.08766 1.19771 -0.04604
O 1.78513 1.92016 0.00093
S -0.39066 0.54050 0.04130
Cl 2.89673 -0.29275 -0.04288
H 0.92590 -3.40059 0.07799
H 0.16807 -1.71189 0.08531
H -2.74040 0.34279 -0.19764
H -2.16462 1.87979 -0.88308
H -2.33653 1.69360 0.88601
*
```

- Kohn-Sham gap (spin up / spin down): 7.59 / 8.29 eV
- Strongest force on any atom: 2.0 eV/Å
- E_LUMO (spin up / spin down): -0.842 / -0.160 eV
- Highest occupied orbital energy (spin up / spin down): -8.43 / -8.45 eV

Atom charges from the Löwdin analysis, given in e for atoms 1 to 5:
1 C -0.154
2 C -0.593
3 C -0.483
4 C -0.368
5 O -0.172

(13)
C4H5ClS | ωB97M-V/def2-TZVPD

Geometry as ORCA input:
```
! RIJCOSX wB97M-V def2-TZVPD def2/J DEFGRID3
* xyz 0 1
C -1.27308 0.28040 1.01162
C -0.19445 -0.17396 1.26037
C 0.13896 0.66060 -2.04656
C 1.19608 -0.70725 1.22497
S -1.53129 0.29496 -2.07516
Cl 0.41941 2.36718 -1.82000
H -2.03206 0.92535 0.84064
H -1.29595 -0.97678 -1.95392
H 1.77862 -0.11781 0.52624
H 1.59515 -0.80261 2.19190
H 1.19861 -1.75008 0.83989
*
```

- Kohn-Sham gap: 8.58 eV
- Strongest force on any atom: 2.5 eV/Å
- E_LUMO: -0.461 eV
- Highest occupied orbital energy: -9.04 eV

Atom charges from the Löwdin analysis, given in e for atoms 1 to 5:
1 C 0.025
2 C -0.181
3 C -0.936
4 C -0.096
5 S 0.682

(14)
C4H5ClSSi | ωB97M-V/def2-TZVPD

Geometry as ORCA input:
```
! RIJCOSX wB97M-V def2-TZVPD def2/J DEFGRID3
* xyz 0 1
C 0.29530 -1.52860 -1.04380
C -0.24942 -0.97524 0.10614
C 0.86444 -0.69492 -1.96432
C -0.19530 0.29570 0.51283
Si -0.29899 1.81462 1.57462
S 1.13288 0.90495 -1.42444
Cl -0.93687 1.18240 3.41453
H -0.20129 -2.52928 -1.24548
H -0.76227 -1.71561 0.87862
H 1.28494 -1.00253 -2.82462
H -1.40865 2.43584 0.97015
H 0.97462 2.72313 1.83087
*
```

- Kohn-Sham gap: 8.02 eV
- Strongest force on any atom: 4.5 eV/Å
- E_LUMO: -0.548 eV
- Highest occupied orbital energy: -8.57 eV

Atom charges from the Löwdin analysis, given in e for atoms 1 to 5:
1 C -0.249
2 C -0.297
3 C -0.515
4 C -0.278
5 Si 0.150

(15)
C4H5CrO2 | ωB97M-V/def2-TZVPD

Geometry as ORCA input:
```
! RIJCOSX wB97M-V def2-TZVPD def2/J DEFGRID3
* xyz 0 6
H 1.80372 1.39435 2.46369
O 0.90371 1.05894 2.45430
Cr -0.78169 2.09001 1.97776
O -0.75219 -0.59749 -3.16554
C -0.54832 -0.11896 -2.07501
C -0.74041 -0.86917 -0.77919
C -0.19854 -0.14029 0.39493
C 0.83349 -0.29333 1.13098
H -0.23050 0.94359 -1.97274
H -0.32990 -1.88568 -0.88423
H -1.83514 -0.97476 -0.66023
H 1.87577 -0.60720 1.11529
*
```

- Kohn-Sham gap (spin up / spin down): 6.42 / 7.43 eV
- Strongest force on any atom: 1.8 eV/Å
- <S²>: 8.755
- E_LUMO (spin up / spin down): -0.725 / -0.668 eV
- Highest occupied orbital energy (spin up / spin down): -7.14 / -8.10 eV

Atom charges from the Löwdin analysis, given in e for atoms 1 to 5:
1 H 0.004
2 O -0.409
3 Cr 0.658
4 O 0.040
5 C -0.274

(16)
C4H5CuLiO | ωB97M-V/def2-TZVPD

Geometry as ORCA input:
```
! RIJCOSX wB97M-V def2-TZVPD def2/J DEFGRID3
* xyz 0 2
C 1.45021 -0.68348 0.98477
C 0.38259 -0.37295 1.71309
C -0.70408 -0.88050 2.43798
H 2.08271 0.09152 0.54330
H 1.71250 -1.71975 0.75788
H -1.39938 -1.55665 1.93700
H -0.64617 -0.92969 3.52970
O -1.69769 0.90284 0.56769
C -1.10219 1.04130 1.73348
Li -0.39033 0.07982 -0.78641
Cu -1.72690 2.87207 -0.46160
H -1.61177 1.40846 2.64784
*
```

- Kohn-Sham gap (spin up / spin down): 5.30 / 5.74 eV
- Strongest force on any atom: 3.9 eV/Å
- <S²>: 0.753
- E_LUMO (spin up / spin down): -0.604 / -0.894 eV
- Highest occupied orbital energy (spin up / spin down): -5.91 / -6.63 eV

Atom charges from the Löwdin analysis, given in e for atoms 1 to 5:
1 C -0.054
2 C -0.274
3 C -0.117
4 H 0.055
5 H 0.062

(17)
C4H5ErO4 | ωB97M-V/def2-TZVPD

Geometry as ORCA input:
```
! RIJCOSX wB97M-V def2-TZVPD def2/J DEFGRID3
* xyz 4 4
C -3.85328 0.08874 0.16343
O -4.48444 1.18938 0.17281
H -4.42036 -0.84251 0.28313
H -5.10354 1.28225 0.91716
C -2.47410 0.07836 -0.13475
C -1.86559 -1.13870 -0.06779
H -2.06358 0.97286 -0.60619
H -0.40715 0.79760 -1.52264
H -2.40132 -2.05580 0.19065
O -0.55500 -1.35150 -0.02852
C 0.47955 -0.54125 -0.43764
O 0.38527 0.18876 -1.48070
O 1.45997 -0.56664 0.28067
Er 3.43597 0.68630 1.28612
*
```

- Kohn-Sham gap (spin up / spin down): 10.38 / 2.54 eV
- Strongest force on any atom: 2.9 eV/Å
- <S²>: 3.770
- E_LUMO (spin up / spin down): -17.160 / -21.704 eV
- Highest occupied orbital energy (spin up / spin down): -27.54 / -24.24 eV

Atom charges from the Löwdin analysis, given in e for atoms 1 to 5:
1 C 0.058
2 O 0.327
3 H 0.207
4 H 0.228
5 C 0.154

(18)
C4H5F2LiO2Tl | ωB97M-V/def2-TZVPD

Geometry as ORCA input:
```
! RIJCOSX wB97M-V def2-TZVPD def2/J DEFGRID3
* xyz 0 2
O -1.29997 3.23995 -0.93038
C -0.82902 2.61616 -2.11265
C -1.14325 1.12493 -1.97072
Li -0.58556 1.95243 0.19589
H 0.25679 2.77682 -2.25655
H -1.33141 3.04341 -3.02089
F -0.86623 0.56877 -3.32685
C -2.56041 -0.51708 -0.03635
C -3.79898 -0.98223 -0.10210
O -2.53002 1.00184 -1.78879
H -1.63688 -1.10486 -0.11604
F -2.42723 0.77881 0.92782
H -4.65458 -0.33262 0.08732
H -3.95951 -1.96347 -0.54547
Tl -3.21279 2.75980 -1.09108
*
```

- Kohn-Sham gap (spin up / spin down): 7.02 / 6.58 eV
- Strongest force on any atom: 8.8 eV/Å
- <S²>: 0.756
- E_LUMO (spin up / spin down): -0.585 / -1.155 eV
- Highest occupied orbital energy (spin up / spin down): -7.60 / -7.73 eV

Atom charges from the Löwdin analysis, given in e for atoms 1 to 5:
1 O -0.581
2 C -0.372
3 C -0.316
4 Li 0.707
5 H 0.118

(19)
C4H5F2N | ωB97M-V/def2-TZVPD

Geometry as ORCA input:
```
! RIJCOSX wB97M-V def2-TZVPD def2/J DEFGRID3
* xyz 0 1
C 0.24572 -0.01686 -1.61354
C -0.43457 -1.56914 0.22201
C -0.70485 -0.40619 -0.71328
C 0.61186 1.79321 0.94233
N 0.97868 0.38586 -2.40882
F 1.71123 1.01766 0.82980
F -0.23962 1.60011 1.97036
H 0.65968 -1.76961 0.19542
H -0.87673 -2.48091 -0.28025
H -0.78563 -1.40489 1.27401
H -1.55487 0.31299 -0.49093
H 0.38912 2.53779 0.07289
*
```

- Kohn-Sham gap (spin up / spin down): 9.76 / 7.32 eV
- Strongest force on any atom: 2.7 eV/Å
- E_LUMO (spin up / spin down): 0.696 / -1.106 eV
- Highest occupied orbital energy (spin up / spin down): -9.06 / -8.43 eV

Atom charges from the Löwdin analysis, given in e for atoms 1 to 5:
1 C -0.324
2 C -0.104
3 C -0.146
4 C -0.201
5 N 0.165

(20)
C4H5F3 | ωB97M-V/def2-TZVPD

Geometry as ORCA input:
```
! RIJCOSX wB97M-V def2-TZVPD def2/J DEFGRID3
* xyz 0 1
C 1.69647 0.60373 -0.01983
C 0.64417 -0.49709 -0.06820
F 0.60066 -1.09275 -1.20099
F 0.80018 -1.34322 0.94475
C -1.07543 0.06026 0.40095
C -2.10946 -0.25179 -0.28967
F -3.40169 0.10867 0.02255
H 2.60532 0.14216 0.44339
H 1.99134 0.93762 -0.99318
H 1.40669 1.51969 0.63670
H -0.96486 0.68205 1.34457
H -2.19337 -0.86934 -1.22106
*
```

- Kohn-Sham gap: 11.22 eV
- Strongest force on any atom: 6.6 eV/Å
- E_LUMO: 0.948 eV
- Highest occupied orbital energy: -10.27 eV

Atom charges from the Löwdin analysis, given in e for atoms 1 to 5:
1 C 0.006
2 C -0.579
3 F 0.144
4 F 0.075
5 C 0.049